10
Properties=species:S:1:pos:R:3:forces:R:3:mulliken_spin:R:1 method="wB97M-V/def2-TZVPD" total_charge=0 e_above_lowest_kcal_mol=0.0 homo_lumo_gap_ev="6.813 / 8.264" spin_multiplicity=3 lumo_energy_ev="0.58 / -3.38" homo_energy_ev="-6.236 / -11.640"
C 0.531 -0.126 0.997 8.145 -4.751 0.477 0.760
C -0.613 0.535 0.777 -8.546 4.835 -1.482 0.811
C -0.638 0.210 -0.710 -0.163 -0.092 0.772 -0.042
C 0.707 -0.547 -0.443 0.040 0.072 0.983 0.108
F 1.257 -0.398 2.065 -0.376 0.177 -0.005 0.083
F -0.531 1.274 -1.543 0.127 0.457 -0.304 0.012
F 1.780 -0.074 -1.095 0.220 0.227 -0.213 0.019
F 0.660 -1.873 -0.694 -0.133 -0.381 -0.111 0.016
Cl -1.695 1.418 1.710 0.568 -0.407 -0.259 0.176
H -1.457 -0.421 -1.064 0.118 -0.138 0.142 0.057

---

64
Properties=species:S:1:pos:R:3:forces:R:3:mulliken_charge:R:1 method="wB97M-V/def2-TZVPD" total_charge=+1 e_above_lowest_kcal_mol=34.6 homo_lumo_gap_ev="4.579 / 4.581" lumo_energy_ev="-5.98 / -5.98" homo_energy_ev="-10.564 / -10.565"
Ti -0.684 -0.235 0.299 -0.403 -3.193 -2.052 -1.754
C 2.448 -2.197 2.538 -0.027 -0.008 0.144 -1.814
C 1.210 -1.548 2.051 -0.117 -0.384 0.623 0.358
N 1.068 -1.102 0.869 1.027 0.433 -0.193 1.537
O 2.137 -1.168 0.044 0.145 0.696 0.141 -0.781
B 2.694 0.252 -0.188 0.376 -0.762 -0.437 0.698
F 2.867 0.893 1.035 -0.268 -0.121 -0.268 -0.382
F 3.814 0.122 -0.949 -0.388 0.087 0.193 -0.313
O 1.663 1.012 -1.020 0.243 -0.131 0.332 -0.668
N 0.548 1.240 -0.305 0.662 0.662 -0.426 1.638
C 0.318 2.443 0.076 -0.004 0.399 0.104 0.268
C 1.243 3.577 -0.131 -0.073 0.123 0.052 -2.007
C -0.991 2.563 0.760 -0.139 0.146 0.093 0.508
N -1.586 1.426 0.808 -0.686 1.170 0.331 1.560
O -2.795 1.299 1.388 0.201 -0.010 0.293 -0.587
B -2.614 0.908 2.873 -0.053 -0.001 0.452 0.719
F -1.655 1.768 3.439 -0.336 -0.341 -0.392 -0.376
F -3.833 0.933 3.450 0.255 -0.023 -0.178 -0.291
O -2.078 -0.508 2.937 -0.325 0.512 0.026 -0.662
N -0.901 -0.646 2.315 -0.271 0.186 0.487 1.228
C -0.004 -1.348 2.897 0.283 -0.287 0.122 0.745
C -0.157 -1.937 4.244 0.059 0.017 0.006 -1.954
C -1.554 3.813 1.304 0.066 0.121 -0.077 -1.877
H 3.120 -1.428 2.931 -0.020 -0.007 -0.017 0.304
H 2.959 -2.691 1.717 0.007 0.006 -0.039 0.363
H 2.227 -2.908 3.332 0.009 0.048 -0.010 0.548
H 2.104 3.267 -0.708 0.051 -0.025 -0.029 0.401
H 1.577 3.941 0.846 -0.041 0.009 -0.030 0.354
H 0.733 4.402 -0.634 -0.003 -0.021 0.039 0.519
H -1.083 -1.603 4.692 -0.064 0.022 0.054 0.417
H 0.685 -1.653 4.880 0.016 -0.056 -0.065 0.451
H -0.175 -3.027 4.165 0.042 0.002 -0.023 0.406
H -1.212 4.680 0.741 0.003 -0.032 0.026 0.521
H -1.241 3.915 2.345 0.039 0.013 0.026 0.315
H -2.638 3.755 1.304 -0.080 0.005 0.013 0.406
C -3.435 -0.448 -2.174 -0.007 -0.032 0.357 -1.541
P -1.805 0.335 -2.027 -0.101 0.057 -0.580 1.832
C -2.204 2.099 -2.233 0.081 0.041 0.287 -1.476
C -1.056 -0.018 -3.678 0.427 -0.291 0.097 -1.275
C -0.416 -1.387 -3.925 0.128 -0.067 -0.536 -1.308
P 1.183 -1.624 -3.093 -0.009 0.827 2.084 0.997
C 1.550 -3.380 -3.312 -0.115 -0.072 -0.658 -1.424
C 2.378 -0.778 -4.157 -0.112 -0.282 -0.569 -1.433
H -3.928 -0.079 -3.072 0.027 0.019 -0.045 0.574
H -4.031 -0.196 -1.299 -0.077 -0.015 -0.008 0.360
H -3.349 -1.533 -2.219 0.038 -0.018 -0.022 0.377
H -2.718 2.241 -3.182 0.012 0.018 -0.028 0.577
H -1.296 2.708 -2.228 -0.057 -0.045 -0.050 0.376
H -2.860 2.425 -1.424 -0.028 0.012 -0.066 0.332
H -0.343 0.785 -3.882 0.039 -0.006 0.023 0.466
H -1.885 0.102 -4.375 -0.147 0.189 -0.002 0.634
H -0.204 -1.500 -4.994 -0.435 0.044 -0.112 0.667
H -1.073 -2.203 -3.625 -0.114 -0.039 -0.004 0.451
H 0.930 -3.986 -2.654 -0.001 0.006 0.020 0.363
H 2.600 -3.547 -3.072 -0.039 -0.039 0.011 0.397
H 1.365 -3.664 -4.354 0.126 -0.224 0.102 0.439
H 2.336 -1.215 -5.161 0.200 0.208 -0.043 0.460
H 3.379 -0.902 -3.744 -0.034 0.018 0.009 0.379
H 2.160 0.289 -4.205 0.013 -0.025 0.001 0.354
F -0.721 -2.188 -0.702 -0.444 0.380 0.651 -0.420
B -1.914 -2.697 0.074 0.208 -0.971 -0.422 0.007
F -2.511 -1.383 0.348 0.265 0.118 0.216 -0.317
F -1.444 -3.272 1.228 -0.313 0.356 -0.495 -0.337
F -2.682 -3.469 -0.734 0.284 0.576 0.463 -0.309

---

20
Properties=species:S:1:pos:R:3:forces:R:3:mulliken_charge:R:1 method="wB97M-V/def2-TZVPD" total_charge=0 e_above_lowest_kcal_mol=50.2 homo_lumo_gap_ev=9.561 lumo_energy_ev=0.82 smiles=CSCCCN.O homo_energy_ev=-8.736
C -1.330 -2.430 2.150 -2.801 2.648 1.905 -0.725
S -0.774 -0.673 2.523 0.572 -0.206 0.540 -0.089
C -0.600 0.090 0.875 -1.959 -0.338 -1.064 -0.687
C 0.751 0.089 0.207 1.726 0.386 0.063 -0.278
C 1.337 1.507 -0.124 1.265 0.307 0.776 -0.567
N 0.675 2.208 -1.253 1.514 2.149 -0.673 -0.559
H -0.553 -3.115 2.011 1.074 -0.733 -1.274 0.279
H -1.874 -2.843 3.098 0.681 1.166 -1.677 0.273
H -2.080 -2.034 1.403 0.783 -2.104 0.249 0.255
H -1.392 -0.392 0.250 0.624 0.186 0.243 0.258
H -0.956 1.134 0.898 0.034 -0.314 0.676 0.342
H 1.450 -0.350 0.982 -0.420 0.353 -1.169 0.328
H 0.858 -0.462 -0.765 -0.492 0.019 1.007 0.108
H 2.405 1.185 -0.432 -1.388 1.356 0.656 0.278
H 1.282 2.195 0.819 0.635 -1.418 -1.314 0.307
H -0.294 2.212 -1.011 -0.795 0.468 -0.238 0.233
H 0.998 3.303 -1.458 -1.013 -4.007 1.216 0.259
O -0.322 -0.465 -3.626 2.251 0.974 0.954 -0.662
H 0.468 0.122 -3.365 -1.923 -0.816 -0.655 0.334
H -0.050 -1.281 -3.182 -0.368 -0.075 -0.221 0.315

---

25
Properties=species:S:1:pos:R:3:forces:R:3:mulliken_charge:R:1 method="wB97M-V/def2-TZVPD" total_charge=+1 e_above_lowest_kcal_mol=169.0 homo_lumo_gap_ev=8.577 lumo_energy_ev=-4.14 homo_energy_ev=-12.719
C 1.995 -1.648 2.658 1.581 -1.832 4.031 0.031
C 2.351 -2.007 1.483 -3.604 2.319 -2.206 -0.330
C 0.577 -1.226 0.212 -0.488 -1.529 -0.160 -0.502
C -0.794 -2.270 -1.326 2.121 -3.683 1.690 -0.103
C -0.358 -0.319 -0.368 3.548 -0.380 1.801 0.026
C 0.869 1.554 -1.368 -0.155 0.867 -0.979 -1.230
C -1.694 1.588 -0.929 0.807 0.380 -0.634 -1.681
C -0.265 1.204 -0.455 -2.387 -1.913 2.932 0.768
N 0.886 -0.875 3.109 -0.403 1.259 0.667 0.273
N 1.195 -0.157 4.082 -0.099 -0.812 -0.585 -0.627
N 0.179 -2.469 -0.330 -1.902 4.095 -2.077 -0.015
N -1.137 -1.008 -1.247 0.962 -0.386 0.387 0.141
H 2.505 -2.150 3.623 -0.556 1.170 -2.380 0.279
H -0.997 -3.185 -1.969 -0.609 1.973 0.697 0.380
H 2.950 -2.439 0.731 0.686 -0.398 -0.122 0.510
H 1.449 0.626 -1.519 0.124 0.909 -0.305 0.316
H 1.497 2.406 -1.037 -0.334 -0.665 -0.062 0.325
H 0.336 1.890 -2.289 1.036 -0.372 0.125 0.317
H -2.510 1.261 -0.292 0.129 -0.701 0.149 0.398
H -1.830 1.199 -1.998 -0.107 1.380 1.223 0.436
H -1.764 2.651 -0.791 -0.172 0.711 -1.031 0.410
H -0.173 1.518 0.636 0.183 -0.016 -1.423 0.367
H 0.359 0.337 4.448 0.093 -0.239 -0.617 0.277
H 0.764 -3.233 -0.214 0.627 -1.963 -0.034 0.250
H -1.817 -0.464 -1.707 -1.081 -0.174 -1.088 -0.013

---

19
Properties=species:S:1:pos:R:3:forces:R:3:mulliken_charge:R:1 method="wB97M-V/def2-TZVPD" total_charge=+1 e_above_lowest_kcal_mol=21.9 homo_lumo_gap_ev=11.140 lumo_energy_ev=-3.55 homo_energy_ev=-14.687
K -0.133 -0.511 0.780 -0.309 -0.034 -0.206 0.850
O 1.981 -1.523 -1.058 -0.473 0.057 0.262 -0.533
H 2.566 -2.263 -0.898 0.170 -0.297 0.034 0.297
H 2.507 -0.906 -1.567 0.163 0.272 -0.156 0.291
O 1.915 1.375 0.301 -0.023 -0.449 0.016 -0.596
H 2.187 2.279 0.145 0.081 0.471 -0.049 0.282
H 2.263 1.166 1.168 0.350 0.029 0.208 0.277
O -0.311 2.244 -1.089 -0.267 -0.205 0.069 -0.586
H 0.466 1.745 -0.839 0.275 0.026 0.095 0.302
H -0.456 2.018 -2.008 -0.157 0.149 -0.350 0.347
O -0.619 1.422 2.719 0.146 -0.322 -0.542 -0.555
H 0.191 0.999 3.003 0.280 0.211 0.532 0.308
H -1.180 1.412 3.494 -0.280 0.098 0.271 0.299
O -2.743 -0.203 0.040 0.546 -0.063 0.102 -0.545
H -2.648 -0.608 -0.822 -0.313 -0.065 -0.318 0.301
H -3.686 -0.200 0.202 -0.283 0.046 0.144 0.268
O -1.012 -2.933 -0.911 -0.167 0.304 0.584 -0.584
H -0.287 -3.423 -1.299 0.219 -0.206 -0.193 0.314
H -1.002 -2.090 -1.363 0.042 -0.024 -0.505 0.263

---

42
Properties=species:S:1:pos:R:3:forces:R:3:mulliken_charge:R:1 method="wB97M-V/def2-TZVPD" total_charge=0 e_above_lowest_kcal_mol=86.1 homo_lumo_gap_ev=10.478 lumo_energy_ev=0.35 smiles=CC(C)O.CO.CO.CO.CO.CO homo_energy_ev=-10.130
C -5.521 0.142 3.016 0.498 0.477 0.737 -1.353
C -4.066 -0.335 3.275 -2.144 0.755 -0.536 0.770
C -3.674 -0.878 4.593 -0.779 -0.787 0.921 -1.360
O -3.897 -1.332 2.299 0.605 -0.062 -0.739 -0.530
H -6.314 -0.599 2.922 0.400 -0.304 -0.094 0.344
H -5.413 0.737 2.109 -0.542 -0.157 -0.148 0.318
H -5.824 0.827 3.808 -0.003 0.153 0.072 0.369
H -3.565 0.619 3.109 1.016 -0.203 -0.430 0.107
H -3.957 -0.289 5.465 0.487 0.514 -0.177 0.355
H -2.612 -1.117 4.545 0.058 0.030 0.463 0.333
H -4.257 -1.785 4.751 0.222 -0.415 -0.070 0.362
H -3.122 -1.863 2.496 0.215 -0.038 -0.026 0.282
C 1.478 5.247 -5.003 1.556 -1.284 -2.502 -0.572
O 1.685 6.548 -4.593 -0.606 1.345 1.688 -0.485
H 2.163 4.520 -4.568 -0.328 -0.113 0.709 0.218
H 0.474 4.834 -5.098 -0.206 0.694 0.767 0.258
H 1.860 5.299 -6.023 -0.302 -0.805 -0.696 0.279
H 2.582 6.598 -4.254 -0.113 0.156 0.033 0.302
C 2.885 -3.086 -2.264 0.207 1.150 0.728 -0.510
O 3.918 -3.813 -2.860 0.348 -0.575 -0.556 -0.514
H 3.242 -2.070 -2.097 -0.207 0.390 -0.013 0.238
H 2.006 -2.995 -2.902 0.087 -0.512 0.051 0.235
H 2.680 -3.469 -1.265 -0.607 -0.251 -0.037 0.247
H 4.705 -3.597 -2.354 0.161 -0.190 -0.166 0.306
C -1.311 -5.888 1.499 2.122 -0.350 1.204 -0.621
O -0.915 -4.602 2.144 -1.415 -1.152 -1.294 -0.494
H -2.028 -6.504 2.043 -0.603 0.709 0.074 0.278
H -1.502 -5.921 0.427 -0.313 1.128 0.235 0.269
H -0.400 -6.476 1.605 0.153 -0.367 -0.285 0.276
H -0.673 -4.867 3.035 0.042 0.086 0.076 0.292
C -0.124 0.727 -1.022 -0.693 -1.905 0.847 -0.497
O 0.862 0.371 -0.001 -0.263 1.070 -1.145 -0.487
H -0.139 1.743 -1.417 0.669 -0.065 0.575 0.259
H -0.115 0.006 -1.840 0.662 0.206 -0.446 0.239
H -1.090 0.472 -0.588 -0.393 0.705 0.132 0.201
H 0.712 -0.561 0.177 0.015 -0.027 0.046 0.285
C 4.672 3.697 -0.682 0.389 -0.380 2.415 -0.542
O 5.716 3.939 -1.567 -0.172 0.780 -1.070 -0.474
H 5.033 2.812 -0.158 -0.953 -0.601 -0.273 0.236
H 4.650 4.387 0.162 0.251 0.722 0.029 0.271
H 3.628 3.704 -0.994 0.184 -0.615 -0.846 0.230
H 5.568 4.817 -1.928 0.295 0.088 -0.251 0.279